# 1
Below is the molecule C4H8O3, with properties calculated with wB97M-V/def2-TZVPD.

Frontier orbital gap ... 10.771 eV
2S+1 ... 1

Positions of all 15 atoms, in Å:
O (1.30, -0.57, -0.07)
C (1.64, 0.39, 0.95)
C (0.15, 0.70, 1.18)
C (-0.07, -0.16, -0.07)
O (-0.41, 0.64, -1.15)
C (-0.99, -1.40, -0.01)
O (-1.83, -1.51, -1.15)
H (-0.65, 0.03, -1.87)
H (2.22, 1.22, 0.54)
H (2.18, -0.07, 1.78)
H (-0.16, 1.74, 1.08)
H (-0.25, 0.27, 2.10)
H (-0.36, -2.29, 0.01)
H (-1.59, -1.39, 0.91)
H (-2.53, -0.85, -1.05)

The molecule's Mulliken atomic charges, reported in e, are given here: -0.5092, -0.4529, -0.7570, 1.2086, -0.6040, -0.6519, -0.5781, 0.3717, 0.2320, 0.2761, 0.3025, 0.2503, 0.3243, 0.2746, 0.3132



# 2
Below is the molecule C4H8OS, with properties calculated with wB97M-V/def2-TZVPD.

Frontier orbital gap ... 9.539 eV
2S+1 ... 1

Positions of all 14 atoms, in Å:
C (-1.56, -0.13, 0.11)
C (-0.50, -1.14, 0.52)
C (1.37, 0.09, 0.03)
C (0.74, 1.22, -0.62)
H (-1.91, -0.17, -0.87)
H (-2.35, -0.33, 0.98)
H (-0.15, -0.84, 1.45)
H (-0.93, -2.17, 0.41)
H (1.46, 0.02, 1.14)
H (2.42, 0.02, -0.49)
H (1.17, 2.19, -0.70)
H (0.53, 0.83, -1.61)
O (0.64, -1.15, -0.42)
S (-0.94, 1.56, 0.06)

The molecule's Mulliken atomic charges, reported in e, are given here: -0.4346, -0.6015, -0.4285, -0.5290, 0.3813, 0.2819, 0.3608, 0.3400, 0.2991, 0.2351, 0.4170, 0.3132, -0.4366, -0.1982



# 3
Below is the molecule C2F3NOS, with properties calculated with wB97M-V/def2-TZVPD.

Frontier orbital gap ... 11.000 eV
2S+1 ... 1

Positions of all 8 atoms, in Å:
C (-1.71, -0.32, 0.28)
C (1.02, -0.19, 0.10)
N (-2.40, -1.15, 0.05)
O (-0.54, 1.82, -0.67)
F (2.08, 0.55, 0.29)
F (0.91, -0.31, -1.21)
F (1.13, -1.39, 0.63)
S (-0.50, 0.98, 0.53)

The molecule's Mulliken atomic charges, reported in e, are given here: 0.2954, 0.6657, -0.2636, -0.4814, -0.1967, -0.2040, -0.1883, 0.3730



# 4
Below is a structure of composition C10H10FeIN2O6, with properties calculated with wB97M-V/def2-TZVPD.

Frontier orbital gap (spin up / spin down) ... 7.850 / 6.196 eV
2S+1 ... 5
⟨S²⟩ ... 6.344
Total charge ... -1

Positions of all 30 atoms, in Å:
Fe (1.53, 0.53, 0.44)
O (-3.39, -3.22, 0.00)
C (-2.27, -2.45, 0.13)
C (-1.78, -2.07, 1.37)
C (-0.65, -1.28, 1.40)
N (-0.04, -0.90, 0.29)
C (-0.51, -1.26, -0.90)
C (-1.63, -2.04, -1.04)
C (0.30, -0.68, -2.05)
O (-0.01, -0.97, -3.20)
O (1.25, 0.08, -1.64)
C (0.01, -0.72, 2.65)
O (-0.41, -1.10, 3.75)
O (0.94, 0.10, 2.38)
H (-3.73, -3.40, 0.89)
H (-2.24, -2.36, 2.31)
H (-2.00, -2.31, -2.02)
N (-1.07, 3.82, -0.31)
C (-0.08, 2.91, -0.58)
O (0.17, 2.04, 0.24)
C (0.61, 3.01, -1.86)
I (3.46, 2.22, 0.62)
H (-1.32, 3.86, 0.67)
H (-1.02, 4.71, -0.78)
H (0.36, 3.81, -2.56)
H (1.33, 2.26, -2.12)
C (2.91, -0.98, 0.48)
H (3.61, -0.78, -0.32)
H (2.31, -1.87, 0.31)
H (3.36, -0.95, 1.47)

The molecule's Mulliken atomic charges, reported in e, are given here: 0.3598, -0.5458, 1.2283, -0.5822, -0.2749, 0.3558, 0.0353, -0.8088, 0.3732, -0.7649, -0.5816, 0.4119, -0.7569, -0.5097, 0.2851, 0.4374, 0.5637, -0.5251, 1.0810, -0.3809, -1.0598, -0.5028, 0.2765, 0.2115, 0.2412, 0.3502, -0.9182, 0.3695, 0.2900, 0.3412



# 5
Below is a cluster of 2 separate species, C5H10O in total, with properties calculated with wB97M-V/def2-TZVPD.

Frontier orbital gap ... 10.565 eV
2S+1 ... 1

Positions of all 16 atoms, in Å:
C (0.49, -2.15, 1.39)
C (-0.41, -0.92, 1.28)
O (-1.06, -0.84, 0.03)
C (-0.70, 1.88, -0.95)
C (0.59, 2.43, -0.43)
C (0.29, 1.86, -1.78)
H (0.92, -2.23, 2.39)
H (1.32, -2.09, 0.67)
H (-0.09, -3.05, 1.17)
H (-1.21, -0.98, 2.02)
H (0.17, -0.01, 1.48)
H (-1.73, 1.66, -0.72)
H (0.71, 3.51, -0.31)
H (1.18, 1.86, 0.30)
H (0.69, 1.63, -2.76)
H (-0.42, -0.53, -0.63)

The molecule's Mulliken atomic charges, reported in e, are given here: -1.0152, -0.0782, -0.5063, -0.4077, -0.3933, -0.2439, 0.3332, 0.3084, 0.2512, 0.2900, 0.1361, 0.3324, 0.2320, 0.1389, 0.3522, 0.2700



# 6
Below is a structure of composition C6H6LuO3, with properties calculated with wB97M-V/def2-TZVPD.

Frontier orbital gap ... 6.691 eV
2S+1 ... 1
Total charge ... +1

Positions of all 16 atoms, in Å:
O (3.48, 1.13, -0.57)
C (3.43, -0.09, -0.09)
O (4.35, -0.90, -0.11)
C (-1.59, -0.56, -0.16)
H (-1.62, -1.47, 0.46)
H (-1.53, -0.92, -1.20)
C (-2.82, 0.30, 0.06)
H (-2.82, 1.17, -0.61)
H (-3.72, -0.28, -0.13)
H (-2.85, 0.68, 1.09)
C (2.10, -0.20, 0.54)
C (0.97, -0.63, -0.05)
C (-0.27, 0.10, 0.13)
O (-0.22, 1.31, 0.47)
Lu (1.95, 2.13, 0.34)
H (1.17, -1.77, -0.18)

The molecule's Mulliken atomic charges, reported in e, are given here: -0.5971, 0.9695, -0.5367, -0.2746, 0.3456, 0.3261, -1.1976, 0.3173, 0.3609, 0.3140, -0.4657, -0.4846, 0.9881, -0.7898, 1.4190, 0.3054



# 7
Below is the molecule C4H6NPS, with properties calculated with wB97M-V/def2-TZVPD.

Frontier orbital gap ... 9.558 eV
2S+1 ... 1

Positions of all 13 atoms, in Å:
C (0.04, -0.83, -0.13)
C (1.06, 0.07, -0.15)
C (-1.49, 0.22, -0.20)
C (2.46, -0.09, -0.17)
N (-1.13, 1.42, -0.22)
P (-3.10, -0.43, -0.20)
S (0.46, 1.79, -0.34)
H (0.08, -1.84, 0.22)
H (2.79, -1.00, -0.57)
H (3.06, 0.78, -0.65)
H (2.82, -0.23, 1.03)
H (-3.86, 0.80, 0.14)
H (-3.17, -0.69, 1.24)

The molecule's Mulliken atomic charges, reported in e, are given here: -0.6042, 0.5676, 0.4471, -1.0977, -0.4322, -0.2410, 0.0120, 0.3477, 0.3420, 0.3013, 0.2271, 0.0721, 0.0582



# 8
Below is a structure of composition C6H10O, with properties calculated with wB97M-V/def2-TZVPD.

Frontier orbital gap ... 9.591 eV
2S+1 ... 1

Positions of all 17 atoms, in Å:
C (2.32, 0.43, -1.71)
C (-0.21, 0.15, 1.03)
C (-0.06, -1.33, 0.75)
C (-1.27, -1.05, -0.21)
C (-1.15, 0.46, 0.13)
C (-1.61, 1.43, 1.22)
O (-0.43, 1.05, 2.04)
H (3.00, 0.75, -0.91)
H (2.46, -0.65, -1.89)
H (2.55, 0.98, -2.63)
H (0.88, -1.65, 0.29)
H (-0.30, -1.97, 1.60)
H (-2.19, -1.50, 0.19)
H (-1.16, -1.32, -1.26)
H (1.29, 0.63, -1.41)
H (-2.51, 1.10, 1.75)
H (-1.63, 2.50, 1.02)

The molecule's Mulliken atomic charges, reported in e, are given here: -0.8451, 0.4664, -0.5784, -0.3862, -0.1795, -0.3491, -0.4591, 0.2401, 0.2206, 0.3193, 0.2169, 0.2732, 0.2788, 0.2512, 0.0826, 0.2165, 0.2318



Table of molar mass (g mol⁻¹), in record order: 104.10; 104.17; 143.09; 436.95; 86.13; 301.08; 131.14; 98.14
Table of electronic energy (eV), in record order: -10419.0074; -17158.7837; -24596.6733; -68289.0530; -7391.4992; -46073.2289; -25856.1479; -8427.0901